{"formula": "C34H51Cl2N6O2OsSSi", "method": "ωB97M-V with the def2-TZVPD basis set", "homo_energy_ev": [-15.191, -15.191], "lumo_energy_ev": [-10.634, -10.637], "charge": 3, "de_lowest_kj_mol": 0.0, "energy_ha": -3503.09152, "homo_lumo_gap_ev": [4.6, 4.6], "symbols": ["Os", "C", "C", "C", "C", "C", "C", "N", "N", "Si", "C", "C", "C", "H", "H", "H", "H", "H", "H", "H", "H", "H", "H", "H", "H", "H", "H", "H", "C", "C", "C", "C", "C", "O", "C", "C", "C", "C", "C", "C", "Cl", "C", "C", "C", "N", "C", "N", "C", "N", "H", "H", "H", "H", "H", "H", "H", "H", "H", "H", "H", "H", "H", "H", "H", "H", "H", "H", "H", "H", "H", "H", "C", "C", "S", "O", "C", "C", "H", "H", "H", "H", "H", "H", "H", "H", "H", "H", "Cl", "C", "C", "C", "C", "N", "C", "H", "H", "H", "H"], "xyz": [[0.448590, -1.961654, 0.036227], [2.761008, -4.005908, -2.135079], [2.555001, -4.333506, -0.692541], [3.187970, -5.412153, -0.063503], [2.986002, -5.667448, 1.281021], [2.150679, -4.852944, 2.050273], [1.560107, -3.814837, 1.373009], [1.754971, -3.577817, 0.055330], [0.695274, -2.769597, 1.713107], [0.117589, -2.269740, 3.391677], [-0.830700, -0.696592, 3.090289], [1.674812, -2.036853, 4.373050], [-0.940862, -3.671715, 3.967511], [3.822079, -3.852109, -2.340167], [2.210491, -3.112131, -2.428605], [2.444411, -4.840078, -2.764948], [3.843798, -6.045350, -0.645448], [3.486511, -6.506874, 1.745176], [1.984280, -5.029976, 3.102305], [-0.463501, -0.119751, 2.236496], [-0.751078, -0.052012, 3.968372], [-1.892922, -0.900371, 2.937229], [2.464432, -1.553841, 3.793414], [2.066875, -2.980784, 4.753927], [1.470581, -1.402907, 5.238728], [-1.828366, -3.795301, 3.344316], [-1.282602, -3.473117, 4.986657], [-0.404798, -4.621499, 3.990786], [-0.317640, 6.355341, -0.404825], [-0.614316, 5.352806, -1.525150], [-1.952723, 5.728838, -2.177906], [0.469017, 5.508786, -2.605218], [-0.600016, 3.891387, -0.957418], [0.756991, 3.407532, -0.868859], [-1.168916, 3.720334, 0.466118], [-2.683586, 3.830677, 0.717147], [-3.449810, 2.581337, 0.360972], [-4.493187, 2.596629, -0.564041], [-5.182697, 1.442271, -0.895701], [-4.820880, 0.247666, -0.291921], [-5.636771, -1.212543, -0.728092], [-3.804238, 0.205331, 0.659209], [-3.128478, 1.366297, 0.977869], [-1.265129, 2.970909, -1.973135], [-1.191219, 1.545575, -1.624645], [-0.307188, 0.881099, -0.922898], [-0.643090, -0.425485, -0.918860], [-1.793438, -0.457344, -1.681148], [-2.131668, 0.708077, -2.131757], [-0.156294, 7.341016, -0.840328], [0.587625, 6.107968, 0.157935], [-1.142279, 6.442726, 0.303398], [-1.917930, 6.782504, -2.453161], [-2.811222, 5.606156, -1.517861], [-2.137718, 5.172825, -3.098108], [0.347428, 6.481848, -3.079878], [0.401578, 4.755327, -3.391775], [1.481411, 5.481044, -2.200298], [1.317109, 4.145974, -0.602745], [-0.641324, 4.419913, 1.112515], [-0.848796, 2.729336, 0.800950], [-3.120793, 4.685676, 0.203961], [-2.818991, 4.020993, 1.784323], [-4.782627, 3.532972, -1.027257], [-5.988088, 1.461572, -1.616887], [-3.595632, -0.723711, 1.177304], [-2.360910, 1.342588, 1.744581], [-0.804910, 3.080595, -2.954426], [-2.327379, 3.180051, -2.060745], [0.537768, 1.335737, -0.438568], [-2.352821, -1.349299, -1.905018], [5.463508, 0.312326, 1.543720], [3.973905, 0.416625, 1.238723], [3.453895, -0.870640, 0.098244], [1.898443, -0.579725, -0.011405], [4.094072, -0.294368, -1.487570], [3.427076, 0.956524, -2.034797], [5.706354, 1.043868, 2.312988], [6.081475, 0.539411, 0.677095], [5.733114, -0.672558, 1.923601], [3.683623, 1.375272, 0.811689], [3.365840, 0.234004, 2.126675], [3.990556, -1.146328, -2.163517], [5.163156, -0.160137, -1.303733], [2.374774, 0.785994, -2.243404], [3.917045, 1.219874, -2.971120], [3.519484, 1.810475, -1.366991], [-1.482022, -6.344136, -2.988707], [-1.819564, -5.157279, -1.806754], [-3.047421, -5.101288, -1.160392], [-3.256588, -4.103164, -0.222187], [-2.253010, -3.195148, 0.039146], [-1.051106, -3.273713, -0.567491], [-0.841029, -4.237202, -1.480293], [-3.820989, -5.819750, -1.397983], [-4.200200, -4.014158, 0.294897], [-2.389942, -2.382653, 0.740394], [0.118692, -4.264591, -1.967090]], "forces_ev_per_angstrom": [[0.3548, -0.3227, 0.2369], [-0.0036, -0.0290, -0.0298], [0.0579, 0.0237, 0.0512], [-0.0019, 0.0069, 0.0141], [0.0411, -0.0270, -0.0446], [-0.1164, 0.1510, -0.0175], [0.1273, -0.2375, -0.1144], [-0.0624, -0.0558, 0.0898], [-0.1800, 0.3788, -0.5432], [-0.1717, 0.2083, 0.3046], [0.0374, -0.0784, -0.0599], [0.0447, -0.0436, -0.0820], [0.0112, -0.0382, -0.0510], [-0.0095, -0.0176, 0.0133], [-0.0148, -0.0056, -0.0012], [-0.0018, 0.0190, -0.0060], [-0.0014, -0.0079, -0.0104], [-0.0001, -0.0089, 0.0069], [-0.0023, 0.0015, 0.0245], [0.0210, 0.0047, 0.0363], [-0.0200, -0.0146, 0.0229], [0.0100, 0.0271, -0.0276], [0.0067, 0.0351, 0.0163], [0.0153, -0.0098, -0.0041], [-0.0246, -0.0074, 0.0011], [-0.0103, -0.0055, 0.0015], [0.0006, 0.0255, 0.0015], [0.0011, -0.0194, 0.0146], [-0.0020, 0.0632, -0.0269], [0.0524, 0.0630, 0.0259], [-0.0566, 0.0076, 0.0341], [0.0043, 0.0127, -0.0314], [-0.1272, -0.0974, 0.0397], [0.2897, 0.1438, 0.0155], [-0.1568, -0.0427, 0.0092], [0.0805, 0.0566, -0.0134], [-0.0655, -0.2315, -0.0665], [0.2279, 0.1300, 0.2005], [0.0375, -0.3553, 0.0658], [0.1165, 0.2561, 0.1022], [-0.0328, -0.2231, -0.0248], [-0.3239, -0.0208, -0.1063], [-0.0298, 0.3191, -0.0481], [-0.1207, 0.0049, 0.0009], [0.0881, -0.0703, -0.1277], [0.0859, 0.0281, 0.1032], [-0.0790, -0.1411, 0.2776], [-0.0965, -0.0508, -0.1083], [0.0635, -0.1093, 0.0054], [-0.0015, 0.0076, -0.0003], [0.0149, -0.0060, -0.0029], [0.0028, -0.0064, -0.0056], [0.0008, 0.0099, -0.0008], [0.0384, -0.0191, -0.0155], [-0.0026, -0.0074, -0.0051], [0.0074, 0.0083, -0.0054], [-0.0056, 0.0134, 0.0140], [0.0073, 0.0049, 0.0012], [0.0031, 0.0080, -0.0099], [-0.0001, 0.0322, -0.0319], [-0.0112, 0.0569, 0.0693], [0.0432, -0.0006, 0.0483], [-0.0085, 0.0257, 0.0013], [0.0052, 0.0040, -0.0072], [0.0010, 0.0035, 0.0037], [-0.0417, 0.0542, -0.0088], [-0.0215, 0.0210, 0.0003], [0.0053, 0.0092, 0.0251], [0.0121, -0.0115, -0.0042], [-0.0068, -0.0151, -0.0299], [-0.0125, -0.0089, -0.0040], [0.0056, -0.0154, -0.0176], [-0.0458, 0.0257, 0.0085], [0.1788, -0.0403, -0.1097], [-0.2909, -0.0467, -0.0551], [-0.0025, 0.0151, -0.0140], [0.0476, -0.0116, 0.0388], [-0.0100, -0.0014, 0.0008], [0.0022, 0.0072, -0.0166], [0.0021, -0.0067, 0.0049], [-0.0112, 0.0231, -0.0151], [0.0001, -0.0067, 0.0020], [-0.0175, 0.0351, 0.0610], [0.0139, -0.0208, 0.0067], [-0.0694, 0.0002, -0.0120], [0.0136, -0.0091, -0.0077], [0.0032, 0.0152, 0.0216], [-0.0041, 0.0124, 0.0075], [0.0372, -0.0331, -0.0248], [-0.0218, -0.0119, -0.0054], [0.0047, 0.0456, -0.0026], [0.0078, 0.0080, 0.0546], [0.0387, 0.1429, -0.0658], [-0.0102, -0.0063, 0.0143], [-0.0065, -0.0048, -0.0012], [-0.0482, 0.0238, 0.0077], [0.0129, -0.0258, -0.0311], [0.0762, 0.0070, -0.0520]], "mulliken_charge": [-0.21, -1.60, 0.91, -0.91, -0.78, -0.68, 0.82, 0.25, 0.69, -0.15, -0.74, -1.02, -1.00, 0.47, 0.17, 0.51, 0.61, 0.49, 0.50, -0.18, 0.70, 0.27, 0.24, 0.37, 0.43, 0.31, 0.42, 0.37, -1.79, 1.55, -1.57, -1.60, 1.36, -0.54, -1.09, -1.44, -0.10, -0.18, -0.86, -0.04, -0.19, -1.11, 0.03, -2.10, 1.37, -0.43, -0.08, -1.04, -1.19, 0.54, 0.32, 0.34, 0.53, 0.24, 0.38, 0.48, 0.30, 0.37, 0.58, 0.75, 0.08, 0.51, 0.39, 0.48, 0.50, 1.07, 0.67, 0.63, 0.57, 0.98, 0.55, -1.28, -0.35, 0.38, 0.16, -0.47, -1.04, 0.41, 0.34, 0.37, 0.23, 0.41, 0.32, 0.51, 0.16, 0.51, 0.24, -0.15, -0.10, -0.38, -0.90, 0.45, 0.42, -0.37, 0.51, 0.60, 0.08, 0.51]}